A cluster of 10 separate species, C29H71IN11O9 in total in a non-equilibrium geometry. Source: the Open Molecules 2025 dataset; level of theory: ωB97M-V/def2-TZVPD.

Last column: Löwdin charge in e.
Atoms and positions in Å:
H -0.201 5.304 -2.660  0.08
C 8.305 -2.559 -2.721  -0.55
H -6.378 -10.222 2.202  0.09
H -1.748 1.144 -0.517  0.12
H 8.832 -4.557 -3.217  0.08
H -9.101 -7.540 1.732  0.09
H -0.868 5.109 4.756  0.12
C -1.184 7.034 4.346  -0.55
H -5.461 -8.039 1.468  0.14
C 5.625 1.106 -4.194  0.02
H -3.638 -4.322 2.201  0.06
N 3.977 4.730 -3.829  0.01
C 4.313 -0.591 -2.148  -0.06
H 0.885 4.964 3.008  0.08
C -0.858 -2.682 -2.874  -0.02
N 0.882 -4.145 -1.981  0.02
C -2.024 0.740 0.461  -0.29
H -4.572 3.904 6.528  0.09
H 6.457 0.508 -3.821  0.08
H -1.193 -0.331 1.989  0.08
H -0.415 -1.567 -0.050  0.07
H 1.288 6.657 3.348  0.07
H -0.551 4.639 -4.261  0.08
H -8.863 -6.243 2.909  0.08
N -1.800 -5.677 3.720  0.01
N -0.422 5.907 4.327  0.01
C -7.054 -7.079 2.170  -0.54
H -8.001 -9.583 1.891  0.07
H -6.883 -9.846 0.543  0.09
H -3.934 4.909 5.194  0.08
C -2.515 -5.037 4.809  -0.07
C 9.090 -1.557 -0.535  -0.07
H -1.185 -3.394 -3.633  0.09
O 1.441 -2.075 -2.670  0.01
H 0.317 -0.044 -0.579  0.09
C 3.862 7.092 -4.470  -0.01
H -3.797 -5.638 1.034  0.08
H 3.798 1.337 -1.414  0.14
H -2.080 3.186 -5.272  0.09
H 3.172 7.926 -4.384  0.08
C -8.497 -7.210 2.578  -0.01
H -4.361 -5.882 2.684  0.05
H 0.311 8.569 4.254  0.09
H 0.558 3.791 -3.173  0.08
H 9.845 -0.770 -0.534  0.09
H -1.322 9.091 3.826  0.08
C -0.604 8.282 3.734  -0.01
C -2.612 3.239 -3.198  -0.55
H -1.947 -4.170 5.152  0.08
H 1.856 -4.268 -1.756  0.15
H -5.060 2.607 2.921  0.07
C 3.253 5.878 -3.819  -0.53
H -0.393 8.123 2.675  0.09
H -5.529 3.351 4.461  0.08
H 3.514 3.960 -3.377  0.10
H 5.695 5.399 -4.855  0.08
H 6.021 1.899 -4.821  0.07
C 8.995 -3.859 -2.402  -0.01
H 4.871 -0.995 -2.988  0.08
N -6.422 -8.195 1.725  0.01
H -5.690 1.597 4.246  0.07
H 3.286 -0.950 -2.192  0.05
H 5.229 3.716 -5.151  0.08
H 4.047 6.901 -5.528  0.08
H 4.966 0.481 -4.798  0.10
H -0.954 -1.678 -3.278  0.08
O 4.744 2.924 -2.906  -0.07
O 2.146 5.908 -3.294  0.00
N 4.291 0.864 -2.153  0.02
H 4.796 7.359 -3.974  0.08
I -4.221 -0.685 1.964  1.06
O -3.430 2.588 -2.548  -0.02
H 9.571 -2.510 -0.344  0.07
H -3.219 1.463 4.118  0.08
H -2.613 -5.742 5.636  0.09
C -0.046 -5.233 -1.720  -0.06
C -3.601 -5.405 2.077  -0.02
H -3.817 0.127 -0.501  0.11
C -2.226 -5.891 2.447  -0.55
N -1.447 3.633 -2.629  0.01
C -0.351 4.388 -3.226  -0.07
C -5.083 2.474 4.006  -0.10
O -6.452 -6.012 2.230  0.00
C 0.583 -2.931 -2.506  -0.56
H 0.888 -0.810 0.886  0.10
H -3.505 -4.715 4.502  0.07
H 4.773 -0.926 -1.215  0.08
N -0.918 0.172 1.157  -0.09
C -2.852 3.617 -4.633  -0.01
H -3.818 3.231 -4.947  0.08
C 0.911 5.736 3.780  -0.07
O -1.496 -6.442 1.636  0.02
H 7.915 -0.714 -2.090  0.12
H 10.068 -3.701 -2.288  0.09
H -2.443 1.549 1.071  0.12
C -3.013 2.988 5.376  -0.55
O -1.872 2.655 5.658  0.03
H -1.495 -2.767 -1.991  0.06
H 0.255 -6.114 -2.289  0.09
O 7.679 -2.391 -3.757  0.02
N 8.398 -1.552 -1.811  0.00
H -2.858 4.702 -4.742  0.09
H -0.869 -6.019 3.895  0.14
C -3.676 4.195 5.977  -0.01
H 1.585 5.414 4.576  0.09
N -3.729 2.252 4.477  -0.01
H 5.973 4.172 -3.608  0.09
H -8.595 -7.919 3.401  0.09
C 4.861 1.713 -3.047  -0.48
O -2.297 7.013 4.850  0.03
H 8.372 -1.355 0.263  0.08
C -0.013 -0.601 0.301  -0.09
C 5.296 4.501 -4.397  -0.09
H -0.022 -5.474 -0.657  0.08
H -1.059 -4.962 -1.999  0.07
C -6.962 -9.536 1.586  -0.07
H -2.750 -1.111 -0.100  0.08
H -1.357 3.351 -1.668  0.12
H -2.988 4.677 6.665  0.09
H 8.586 -4.290 -1.487  0.08
N -3.171 -0.234 0.205  -0.32

## Properties
DFT total energy   -74139.158 eV
LUMO energy   -5.3 eV
Charge   +1
Highest occupied orbital energy   -10.11 eV
Kohn-Sham gap   0.176 Eh